1.
Here is C28H25IN7O8PS2Ti as an isolated structure from the OMol25 dataset. Energies are from ωB97M-V with the def2-TZVPD basis set.

Last column: Löwdin spin population.
CARTESIAN COORDINATES (ANGSTROEM)
Ti: -0.7610 2.1101 -0.1305  0.7998
O: -3.8603 -0.2856 0.5774  0.0090
C: -3.1210 0.3932 -0.1236  0.0053
O: -2.3158 1.2637 0.4043  -0.0031
C: -3.1078 0.2742 -1.6177  0.0121
C: -4.0752 -0.4625 -2.2662  0.0007
C: -4.0654 -0.5732 -3.6657  0.0144
C: -3.0463 0.0109 -4.4061  -0.0022
C: -2.0500 0.7324 -3.7733  0.0124
C: -2.0782 0.9339 -2.3520  0.0353
O: -1.2219 1.6997 -1.7803  -0.0161
N: -0.9934 1.2719 -4.5455  0.0054
O: 0.0167 1.6838 -3.9766  0.0020
O: -1.1243 1.2854 -5.7695  0.0124
N: -5.0854 -1.2878 -4.3324  0.0054
O: -5.9918 -1.7707 -3.6583  0.0094
O: -5.0306 -1.3863 -5.5567  0.0097
H: -4.8437 -0.9586 -1.6950  -0.0002
H: -3.0207 -0.1080 -5.4788  -0.0004
S: 3.4410 -1.1568 -0.4301  0.0001
P: 1.6785 -1.8024 0.2007  0.0026
S: 0.1816 -0.4795 0.3492  0.0057
C: 1.9377 -2.5960 1.8395  -0.0001
C: 2.9257 -3.5635 1.9800  0.0000
C: 3.1612 -4.1236 3.2211  0.0000
C: 2.4182 -3.7206 4.3187  0.0000
C: 1.4425 -2.7468 4.1803  0.0000
C: 1.2061 -2.1792 2.9401  0.0003
C: 1.0539 -3.1913 -0.8202  0.0007
C: 1.2357 -3.1449 -2.1953  0.0005
C: 0.7209 -4.1538 -2.9892  0.0000
C: 0.0217 -5.1999 -2.4109  0.0005
C: -0.1760 -5.2333 -1.0397  0.0000
C: 0.3312 -4.2255 -0.2413  0.0005
H: 3.5023 -3.8718 1.1181  0.0000
H: 3.9274 -4.8774 3.3312  0.0000
H: 2.6087 -4.1700 5.2827  0.0000
H: 0.8630 -2.4310 5.0371  0.0000
H: 0.4442 -1.4228 2.7973  0.0003
H: 1.7903 -2.3207 -2.6262  0.0000
H: 0.8582 -4.1291 -4.0607  0.0000
H: -0.3838 -5.9841 -3.0335  0.0000
H: -0.7319 -6.0455 -0.5942  0.0000
H: 0.1734 -4.2317 0.8293  0.0000
C: -1.7339 3.9744 -0.2375  0.0013
H: -1.6720 4.3682 -1.2552  0.0051
H: -1.2727 4.6942 0.4452  0.0029
H: -2.7934 3.8741 0.0165  -0.0011
I: 3.9499 5.1701 -2.7090  0.0002
C: 2.8453 3.5746 -1.9631  0.0003
C: 3.3480 2.3890 -1.4775  0.0008
N: 2.2938 1.6893 -1.0478  0.0004
N: 1.1532 2.3446 -1.2275  0.0001
C: 1.4634 3.5005 -1.7947  0.0015
H: 4.3479 2.0117 -1.4279  0.0001
H: 2.3508 0.7095 -0.7257  0.0001
H: 0.7165 4.2222 -2.0623  0.0003
C: 2.3410 4.0678 3.1882  -0.0003
N: 1.2143 3.1700 3.2493  0.0005
C: 0.7987 2.5740 4.4047  0.0191
C: -0.2598 1.7118 4.3821  -0.0012
C: -0.9060 1.4530 3.1489  0.0150
N: -0.4886 2.0778 2.0249  0.0062
C: 0.5530 2.9099 2.0630  0.0088
O: 0.9211 3.4720 1.0245  0.0020
N: -1.9388 0.6106 3.0576  0.0138
H: 2.5981 4.4157 4.1864  0.0000
H: 2.0736 4.9111 2.5507  -0.0001
H: 3.1997 3.5671 2.7340  -0.0002
H: 1.3373 2.8309 5.3020  0.0014
H: -0.6045 1.2376 5.2849  -0.0005
H: -2.2859 0.1372 3.8734  0.0005
H: -2.4059 0.5059 2.1542  0.0007

Its orbital gap (spin up / spin down) is 5.409 / 7.562 eV. The multiplicity is 2. Its net charge is -1. Its energy is -4352.20741 hartree. The calculation puts the HOMO energy (spin up / spin down) at -3.441 / -5.581 eV.

2.
Here is C28H25O2P2STl as an isolated structure from the OMol25 dataset. Energies are from ωB97M-V with the def2-TZVPD basis set.

Last column: Löwdin spin population.
CARTESIAN COORDINATES (ANGSTROEM)
Tl: 0.5733 -3.1384 -2.0640  0.0358
C: -1.0562 0.5573 0.1517  -0.0006
C: -2.2205 -0.2918 0.6837  0.0038
P: -1.9849 -1.3698 2.1893  0.0003
C: -1.7142 -0.1335 3.5170  0.0001
C: -1.6666 1.2515 3.3848  0.0000
C: -1.4534 2.0550 4.4975  0.0000
C: -1.2918 1.4961 5.7550  0.0000
C: -1.3468 0.1140 5.8999  0.0000
C: -1.5652 -0.6857 4.7940  0.0000
C: -0.2597 -2.0056 2.1180  0.0004
C: 0.8627 -1.2352 2.4353  -0.0001
C: 2.1203 -1.8087 2.4797  0.0002
C: 2.2796 -3.1697 2.2521  0.0003
C: 1.1690 -3.9512 1.9789  0.0016
C: -0.0906 -3.3721 1.9114  0.0015
P: -0.0664 -0.1728 -1.2644  0.0160
C: 1.2565 1.1194 -1.1570  0.0054
C: 0.9728 2.4727 -1.3473  0.0006
C: 1.9723 3.4247 -1.2242  0.0003
C: 3.2696 3.0335 -0.9191  -0.0001
C: 3.5597 1.6906 -0.7343  0.0001
C: 2.5588 0.7356 -0.8538  0.0002
C: -0.9415 0.5226 -2.7088  0.0083
C: -0.2290 0.4977 -3.9124  0.0048
C: -0.7899 1.0057 -5.0692  0.0012
C: -2.0705 1.5439 -5.0467  0.0030
C: -2.7797 1.5744 -3.8540  0.0019
C: -2.2144 1.0812 -2.6899  0.0040
H: -0.3441 0.7809 0.9457  0.0000
H: -1.4401 1.5176 -0.2038  -0.0001
H: -2.6054 -0.9434 -0.1067  0.0050
H: -3.0506 0.3556 0.9875  0.0001
H: -1.7902 1.7122 2.4129  0.0000
H: -1.4118 3.1308 4.3757  0.0000
H: -1.1326 2.1283 6.6191  0.0000
H: -1.2186 -0.3353 6.8770  0.0000
H: -1.6136 -1.7645 4.8967  0.0000
H: 0.7494 -0.1853 2.6738  0.0000
H: 2.9824 -1.1915 2.7022  0.0000
H: 3.2647 -3.6162 2.2927  0.0000
H: 1.2863 -5.0170 1.8342  0.0001
H: -0.9610 -3.9876 1.7177  0.0004
H: -0.0344 2.7837 -1.5984  0.0000
H: 1.7388 4.4739 -1.3638  0.0001
H: 4.0563 3.7741 -0.8373  0.0000
H: 4.5715 1.3884 -0.4912  0.0000
H: 2.7772 -0.3181 -0.7397  0.0000
H: 0.7639 0.0602 -3.9223  0.0011
H: -0.2289 0.9777 -5.9953  0.0000
H: -2.5149 1.9325 -5.9546  0.0002
H: -3.7855 1.9770 -3.8355  0.0004
H: -2.7951 1.0945 -1.7751  0.0001
O: 2.5317 -1.5530 -2.8669  0.0012
C: 2.6452 -2.1605 -3.9624  0.0006
O: 1.8871 -3.0425 -4.4070  0.0059
H: 3.5205 -1.8779 -4.5972  0.0004
S: -3.0302 -2.5710 -3.8288  0.3356
C: -1.6716 -2.3650 -3.0527  0.5602

Its orbital gap (spin up / spin down) is 4.478 / 7.189 eV. The multiplicity is 2. Its net charge is -1. Its energy is -2485.83668 hartree. The calculation puts the HOMO energy (spin up / spin down) at -1.973 / -4.686 eV.

3.
Here is C28H26BF2N5O6RhS as an isolated structure from the OMol25 dataset. Energies are from ωB97M-V with the def2-TZVPD basis set.

Last column: Mulliken charge in e.
CARTESIAN COORDINATES (ANGSTROEM)
Rh: 0.9757 0.9354 -2.1674  0.3304
C: -5.3915 -5.1141 8.0838  -0.8037
O: -5.3880 -3.7160 8.1868  -0.4230
C: -4.8561 -2.9787 7.1483  0.7542
C: -5.0246 -1.5947 7.2442  -0.5842
C: -4.5637 -0.7542 6.2626  -0.3637
C: -3.8632 -1.2668 5.1517  0.0260
C: -3.6746 -2.6643 5.0878  -0.0669
C: -4.1891 -3.5064 6.0482  -0.6164
N: -3.4663 -0.4333 4.1741  -1.0399
N: -2.7248 -0.8463 3.2129  0.4111
C: -2.0259 -0.1531 2.3358  -0.2715
C: -1.7824 1.2390 2.4132  -0.3978
C: -1.0781 1.8983 1.4402  -1.1279
C: -0.5428 1.2378 0.3111  1.0309
O: 0.0813 1.8747 -0.6113  -0.6491
C: -0.7062 -0.1861 0.2465  0.1897
N: -0.1454 -0.8277 -0.7983  -0.0707
C: -0.1735 -2.1391 -0.8340  -0.6694
C: -0.7684 -2.9154 0.1634  -1.2504
C: -1.3975 -2.2785 1.2116  -0.1436
C: -1.4035 -0.8849 1.2649  0.6927
H: -5.8866 -5.4753 8.9869  0.2301
H: -4.3766 -5.5308 8.0464  0.3054
H: -5.9534 -5.4554 7.2053  0.3325
H: -5.5360 -1.2148 8.1148  0.3957
H: -4.7201 0.3105 6.3415  0.4145
H: -3.1457 -3.0608 4.2339  0.2732
H: -4.0589 -4.5731 5.9282  0.3500
H: -2.2114 1.7797 3.2454  0.4531
H: -0.9210 2.9636 1.5166  0.4410
H: 0.3014 -2.6110 -1.6845  0.7585
H: -0.7206 -3.9933 0.1229  0.4299
H: -1.8709 -2.8309 2.0116  0.3561
C: 5.8531 6.1638 -1.7624  -1.4667
C: 5.2928 4.8516 -2.2240  1.0091
C: 6.1269 3.8636 -2.7369  -0.7537
C: 5.6120 2.6313 -3.1009  -0.9570
C: 4.2605 2.3867 -2.9484  0.5747
C: 3.4096 3.3543 -2.4478  0.0942
C: 3.9325 4.5873 -2.0989  -1.3965
S: 3.6967 0.7107 -3.2903  1.3706
O: 4.6842 0.0999 -4.1403  -0.8025
O: 3.7092 0.0371 -1.9176  -0.5961
N: 2.2154 0.5212 -3.7969  -0.1305
C: 1.9376 1.0548 -5.0937  -0.8442
C: 1.0556 2.3985 -5.0012  0.6475
O: 0.8227 2.9259 -6.0770  -0.7961
O: 0.7327 2.7274 -3.8537  -0.5597
H: 6.8464 6.3320 -2.1734  0.3665
H: 5.9256 6.1589 -0.6741  0.2910
H: 5.2039 6.9905 -2.0446  0.3606
H: 7.1880 4.0498 -2.8357  0.3286
H: 6.2335 1.8459 -3.5030  0.4859
H: 2.3503 3.1518 -2.3232  0.5354
H: 3.2723 5.3466 -1.7058  0.4032
H: 1.3420 0.3491 -5.6771  0.2166
H: 2.8561 1.2864 -5.6418  0.4220
C: -1.6203 -3.1977 -4.3996  -1.1232
C: -1.0656 -1.9697 -5.1282  -0.3439
C: -0.8881 -0.8775 -4.1996  0.4705
N: -0.8025 -0.0287 -3.4328  -0.3864
H: -1.8700 -3.9796 -5.1141  0.3806
H: -2.5182 -2.9305 -3.8467  0.3283
H: -0.8911 -3.5878 -3.6940  0.2598
H: -1.7623 -1.6475 -5.9083  0.3261
H: -0.1059 -2.2033 -5.5967  0.2387
F: 3.0407 1.5516 -0.2483  -0.3791
B: 2.6516 0.4267 -0.9372  1.0031
F: 2.4827 -0.6127 -0.0741  -0.2743

Its orbital gap (spin up / spin down) is 6.103 / 6.129 eV. Its net charge is -1. Its energy is -2541.26217 hartree. The calculation puts the HOMO energy (spin up / spin down) at -4.520 / -4.501 eV.